The following is a quantum chemistry calculation of a 11-piece molecular cluster, C48H95N2O28P4 overall in a non-equilibrium geometry, from the Open Molecules 2025 dataset.

Each line ends with the Mulliken spin population.
Positions of all 177 atoms, in Å:
C1 18.9017 -5.3422 -2.2897  0.0000
C2 17.7788 -5.5085 -1.2644  0.0000
N1 17.8729 -4.5576 -0.1358  -0.0010
C3 19.0482 -4.2455 0.5685  0.0028
C4 18.7063 -3.3056 1.5762  0.0043
N2 17.3613 -3.0783 1.5044  -0.0010
C5 16.8299 -3.9991 0.6170  0.0005
C6 16.6172 -2.1478 2.3591  0.0004
H1 19.0389 -4.3835 -2.7900  0.0000
H2 18.6943 -6.0873 -3.0577  0.0000
H3 19.8579 -5.6676 -1.8802  0.0001
H4 17.9832 -6.4579 -0.7694  -0.0003
H5 16.7923 -5.3909 -1.7127  0.0001
H6 19.9181 -4.8493 0.3561  -0.0043
H7 19.3404 -2.6372 2.1396  0.0010
H8 15.7703 -4.0993 0.4338  0.0000
H9 16.7008 -2.6073 3.3440  0.0000
H10 15.5522 -2.1534 2.1271  0.0000
H11 17.0881 -1.1670 2.2920  -0.0003
C7 25.6488 -4.2387 2.7437  0.0683
C8 24.5043 -3.9845 2.0452  0.0255
C9 23.2691 -4.2976 2.6434  0.2420
C10 23.1464 -4.7864 3.9493  0.0494
C11 24.3136 -5.0842 4.6408  0.0765
C12 25.5404 -4.8148 4.0486  0.2435
O1 26.6562 -5.1539 4.7038  0.1515
O2 22.0633 -4.0041 1.9668  0.1738
H12 26.6065 -3.9987 2.3061  -0.0026
H13 24.5857 -3.5967 1.0405  -0.0029
H14 22.2204 -5.1066 4.4036  0.0013
H15 24.2600 -5.4910 5.6398  -0.0009
H16 26.3593 -5.5370 5.5325  -0.0063
H17 22.1550 -3.4370 1.1976  -0.0241
C13 13.6661 -6.8393 0.8976  0.0000
C14 13.8913 -5.9186 1.9032  0.0000
C15 14.9771 -6.0691 2.7062  0.0001
C16 15.9408 -7.0183 2.5046  0.0001
C17 15.8242 -7.8299 1.3764  0.0000
C18 14.6391 -7.7799 0.6587  0.0000
O3 14.5966 -8.7094 -0.3563  0.0000
O4 15.1607 -5.0766 3.6423  0.0000
H18 12.7928 -6.6763 0.2835  0.0000
H19 13.0986 -5.2158 2.1133  0.0000
H20 16.8350 -7.0523 3.1093  -0.0001
H21 16.6026 -8.5614 1.2175  0.0000
H22 14.8041 -9.5845 -0.0206  0.0000
H23 15.9932 -5.2161 4.0995  0.0000
C19 23.3850 -0.5985 -0.6288  -0.0001
C20 23.9093 0.6759 -0.4359  0.0000
C21 23.5471 1.4171 0.6971  -0.0001
C22 22.6629 0.9345 1.5993  -0.0005
C23 22.1343 -0.3553 1.3942  -0.0015
C24 22.5036 -1.0727 0.2960  0.0037
O5 21.8935 -2.2806 0.0289  0.0016
O6 24.0253 2.7029 0.9779  0.0000
H24 23.7811 -1.2380 -1.4037  0.0001
H25 24.7051 0.9855 -1.0972  0.0000
H26 22.3058 1.5160 2.4364  0.0000
H27 21.3642 -0.6858 2.0754  -0.0016
H28 21.9958 -2.6020 -0.8699  -0.0001
H29 24.8757 2.9778 0.6275  0.0000
C25 19.0096 -0.9092 -5.9904  0.0000
O7 17.9060 -0.3102 -5.3108  0.0000
P1 17.4986 -0.8404 -3.8464  0.0000
O8 17.1485 -2.2815 -3.8225  0.0000
O9 18.7979 -0.4467 -2.8741  0.0001
C26 19.8797 -1.3284 -2.6223  0.0002
O10 16.2834 0.1075 -3.3621  0.0000
C27 16.2129 1.5315 -3.5440  0.0000
H30 18.4971 -1.5341 -6.7218  0.0000
H31 19.7979 -1.4523 -5.4691  0.0000
H32 19.4857 -0.1134 -6.5631  0.0000
H33 19.7461 -2.2101 -3.2491  0.0000
H34 19.8455 -1.6815 -1.5916  -0.0001
H35 20.7899 -0.8544 -2.9895  0.0000
H36 15.8059 2.0024 -2.6492  0.0000
H37 15.4671 1.7386 -4.3114  0.0000
H38 17.1776 1.9894 -3.7626  0.0000
C28 15.9987 -6.8655 -5.3252  -0.0001
O11 16.9907 -7.8771 -5.5730  0.0000
P2 17.2466 -9.1254 -4.5538  0.0001
O12 18.4946 -9.9063 -4.8395  0.0000
O13 17.3037 -8.3892 -3.0963  0.0002
C29 17.9491 -8.9634 -2.0053  0.0004
O14 15.8496 -9.9271 -4.5814  0.0000
C30 15.4838 -10.9473 -3.6405  0.0000
H39 15.3868 -7.2979 -4.5337  0.0000
H40 15.5053 -6.6251 -6.2670  0.0000
H41 16.4159 -5.9263 -4.9620  0.0001
H42 18.1248 -10.0381 -2.0527  0.0000
H43 17.2519 -8.9121 -1.1690  0.0000
H44 18.8897 -8.5262 -1.6703  -0.0004
H45 14.6614 -10.4989 -3.0832  0.0000
H46 16.2236 -11.3020 -2.9229  0.0000
H47 15.0178 -11.8308 -4.0768  0.0000
C31 20.3488 -8.5597 -7.4653  0.0000
O15 19.2174 -7.6823 -7.4145  0.0000
P3 19.2173 -6.2019 -8.1478  0.0000
O16 19.8347 -6.2923 -9.4657  0.0000
O17 17.7030 -5.7741 -8.0827  0.0000
C32 17.2813 -4.5286 -8.4300  0.0000
O18 19.8784 -5.2068 -7.0842  0.0000
C33 19.4739 -5.0418 -5.7551  -0.0001
H48 20.8935 -8.6377 -6.5244  0.0000
H49 21.0127 -8.2344 -8.2663  0.0000
H50 20.0229 -9.5709 -7.7089  0.0000
H51 17.2217 -4.5335 -9.5184  0.0000
H52 17.9709 -3.7045 -8.2470  0.0000
H53 16.3282 -4.4397 -7.9087  0.0000
H54 20.1328 -5.4154 -4.9713  0.0001
H55 18.5180 -5.5648 -5.7300  0.0000
H56 19.1672 -3.9996 -5.6661  0.0001
C34 19.4316 1.0653 -0.1674  -0.0005
O19 19.4369 1.9601 0.9390  0.0000
P4 18.6633 1.6291 2.3296  0.0001
O20 19.2663 0.5135 3.0948  0.0000
O21 18.7176 2.9369 3.1382  0.0000
C35 19.9980 3.4697 3.3960  0.0000
O22 17.1425 1.4182 1.8735  0.0000
C36 16.4843 2.4860 1.2033  0.0000
H57 18.4828 0.5304 -0.2091  0.0001
H58 20.1969 0.2939 -0.0813  0.0003
H59 19.4636 1.5867 -1.1240  0.0000
H60 20.2259 3.4155 4.4605  0.0000
H61 20.1103 4.5236 3.1416  0.0000
H62 20.8180 3.0196 2.8365  0.0000
H63 16.9823 3.4500 1.3071  0.0000
H64 15.6302 2.8583 1.7691  0.0000
H65 16.1815 2.3598 0.1638  0.0000
C37 15.4034 -8.8986 6.3457  0.0000
O23 16.3667 -7.8267 6.2723  0.0000
C38 15.8764 -6.5416 6.5772  0.0000
C39 16.9417 -5.3878 6.3786  0.0000
O24 17.3465 -5.5495 5.0200  -0.0003
C40 18.7005 -5.1419 4.6884  0.0006
H66 15.0097 -9.1439 7.3321  0.0000
H67 16.0530 -9.7017 5.9978  0.0000
H68 14.5849 -8.7814 5.6355  0.0000
H69 15.4780 -6.4444 7.5871  0.0000
H70 14.9996 -6.4129 5.9426  0.0000
H71 17.7921 -5.6974 6.9860  0.0000
H72 16.6531 -4.3633 6.6138  0.0000
H73 19.0603 -5.7011 3.8247  -0.0006
H74 19.4986 -5.2551 5.4221  0.0000
H75 18.7367 -4.0981 4.3764  0.0003
C41 19.8361 -8.2023 1.7115  0.0010
O25 20.3279 -8.3480 0.3353  -0.0003
C42 21.5473 -7.7792 0.0575  0.0021
C43 22.2179 -8.3622 -1.2302  -0.0005
O26 21.2923 -8.1913 -2.2881  -0.0002
C44 21.9340 -8.2140 -3.5382  -0.0001
H76 18.7511 -8.2830 1.6457  -0.0001
H77 20.0481 -7.2221 2.1384  -0.0007
H78 20.2663 -8.9518 2.3758  0.0001
H79 22.2495 -7.8568 0.8875  0.0023
H80 21.4510 -6.7011 -0.0708  -0.0028
H81 22.2515 -9.4410 -1.0781  0.0000
H82 23.2580 -8.0378 -1.2643  0.0000
H83 22.0576 -9.2241 -3.9287  0.0000
H84 22.9449 -7.8062 -3.5397  0.0000
H85 21.4078 -7.5948 -4.2646  0.0001
C45 13.3867 -4.2930 -1.7360  0.0000
O27 14.1445 -3.3664 -1.0197  0.0001
C46 14.1247 -2.0156 -1.5019  0.0000
C47 14.6252 -0.9622 -0.5298  0.0001
O28 13.8001 -1.0352 0.6252  0.0000
C48 13.9478 0.0857 1.4779  0.0000
H86 13.2680 -5.2290 -1.1902  0.0000
H87 13.8382 -4.3523 -2.7263  0.0000
H88 12.4099 -3.9717 -2.0977  0.0000
H89 13.1346 -1.8502 -1.9265  0.0000
H90 14.7419 -2.0487 -2.3997  0.0000
H91 14.6343 0.0202 -1.0020  0.0000
H92 15.6988 -1.0837 -0.3851  -0.0001
H93 13.7891 0.9917 0.8931  0.0000
H94 14.9109 0.0856 1.9884  0.0000
H95 13.1833 0.0888 2.2548  0.0000

* HOMO (alpha / beta): -11.68 / -11.68 eV
* net charge: +2
* 2S+1: 2
* <S²>: 0.7659
* electronic energy: -148769.208 eV